The following is a quantum chemistry calculation of the ion C3H7N5O2S2 with charge +2, from the OMol25 dataset.

Last columns: bonded neighbours and bond lengths (Å).
Atoms and positions in Å:
1 C -3.0867 -0.2092 0.0817  N6 1.334, N8 1.343, S11 1.690
2 C -1.1101 0.6213 -0.6859  N5 1.410, N6 1.374, N7 1.355
3 C 4.2359 -0.5527 0.4988  S12 1.757, H13 1.046, H14 1.074, H15 1.082
4 N 1.1855 0.6988 -1.3023  N5 1.259, O9 1.249
5 N 0.2709 0.7658 -0.4392  C2 1.410, N4 1.259
6 N -1.8039 -0.4554 -0.1892  C1 1.334, C2 1.374, H16 1.066
7 N -1.9150 1.6942 -0.8761  C2 1.355, S11 1.799, H17 1.079
8 N -3.9179 -1.1669 0.5225  C1 1.343, H18 1.101, H19 0.991
9 O 2.4164 0.8052 -1.1199  N4 1.249, S12 2.087
10 O 1.9498 0.2794 1.3432  S12 1.431
11 S -3.5708 1.3753 -0.2502  C1 1.690, N7 1.799
12 S 3.1742 0.8093 0.8247  C3 1.757, O9 2.087, O10 1.431
13 H 4.3687 -0.9306 -0.4672  C3 1.046
14 H 5.2254 -0.3032 0.8351  C3 1.074
15 H 3.9318 -1.4798 0.9671  C3 1.082
16 H -1.2892 -1.3433 0.0990  N6 1.066
17 H -1.4676 2.6378 -1.1466  N7 1.079
18 H -3.6996 -2.2236 0.7436  N8 1.101
19 H -4.8979 -1.0225 0.5608  N8 0.991

## Properties
Relative energy (zero: lowest compared OMol25 entry of this formula, charge and spin)   3.5 kcal/mol
Kohn-Sham gap (alpha / beta)   7.568 / 7.569 eV
HOMO energy (alpha / beta)   -16.22 / -16.22 eV
Total charge   +2
Electronic energy   -1338.3372 hartree
Strongest force on any atom   3.21 eV Å⁻¹


The following is a quantum chemistry calculation of a cluster of 2 separate species, C4H7NO2 in total, from the OMol25 dataset.

Last columns: bonded neighbours and bond lengths (Å).
Atoms and positions in Å:
1 O 2.1456 0.0721 0.2476  C2 1.388, H8 0.976
2 C 0.8050 0.1440 0.6009  O1 1.388, C3 1.490, C6 1.547, H9 1.113
3 C -0.0369 1.2494 0.0624  C2 1.490, N4 1.311, H10 1.081
4 N -1.1963 0.7081 -0.2209  C3 1.311, C5 1.383, H12 1.013
5 C -1.2865 -0.6687 -0.1258  N4 1.383, C6 1.418, H14 1.079
6 C 0.0081 -1.1281 0.2258  C2 1.547, C5 1.418, O7 1.229
7 O 0.5484 -2.2308 0.2639  C6 1.229
8 H 2.3094 -0.8875 0.1793  O1 0.976
9 H 0.6729 0.2194 1.7040  C2 1.113
10 H 0.1225 2.3181 0.0574  C3 1.081
11 H 0.2113 0.3413 -2.7371  H13 0.746
12 H -1.9942 1.2680 -0.4985  N4 1.013
13 H -0.1876 -0.2814 -2.6421  H11 0.746
14 H -2.1504 -1.1890 -0.5084  C5 1.079

## Properties
Relative energy (zero: lowest compared OMol25 entry of this formula, charge and spin)   80.5 kcal/mol
Kohn-Sham gap (alpha / beta)   8.022 / 8.021 eV
HOMO energy (alpha / beta)   -7.91 / -7.91 eV
Electronic energy   -361.7526 hartree
Strongest force on any atom   0.35 eV Å⁻¹


The following is a quantum chemistry calculation of a cluster of 5 separate species, C26H78N12O5P4S in total, from the OMol25 dataset.

Last columns: bonded neighbours and bond lengths (Å).
Atoms and positions in Å:
1 O -3.3572 -0.0698 5.8293  P2 1.482
2 P -2.0612 0.0379 6.5397  O1 1.482, N3 1.703, N6 1.690, N9 1.680
3 N -1.2707 1.5240 6.2781  P2 1.703, C4 1.472, C5 1.448
4 C -0.2216 2.0349 7.1750  N3 1.472, H12 1.092, H13 1.087, H14 1.093
5 C -1.1560 2.1201 4.9635  N3 1.448, H15 1.099, H16 1.092, H17 1.097
6 N -0.8998 -1.0868 6.0469  P2 1.690, C7 1.450, C8 1.472
7 C 0.4084 -1.2916 6.6381  N6 1.450, H18 1.098, H19 1.094, H20 1.091
8 C -0.9671 -1.7893 4.7550  N6 1.472, H21 1.086, H22 1.094, H23 1.095
9 N -2.1099 -0.1022 8.2128  P2 1.680, C10 1.460, C11 1.463
10 C -2.5409 0.9591 9.1174  N9 1.460, H24 1.093, H25 1.097, H26 1.087
11 C -1.8533 -1.3403 8.9482  N9 1.463, H27 1.089, H28 1.092, H29 1.094
12 H -0.6425 1.9604 8.1794  C4 1.092
13 H -0.0082 3.0844 6.9916  C4 1.087
14 H 0.6842 1.4245 7.1326  C4 1.093
15 H -0.3811 1.7717 4.2666  C5 1.099
16 H -1.0657 3.2080 4.9541  C5 1.092
17 H -2.1091 1.8868 4.4719  C5 1.097
18 H 1.2764 -0.8317 6.1483  C7 1.098
19 H 0.4299 -0.7686 7.5990  C7 1.094
20 H 0.5629 -2.3673 6.7385  C7 1.091
21 H -1.8672 -1.5753 4.1871  C8 1.086
22 H -0.0611 -1.4917 4.2180  C8 1.094
23 H -0.8338 -2.8706 4.8641  C8 1.095
24 H -3.2730 0.5147 9.7963  C10 1.093
25 H -1.7278 1.2704 9.7852  C10 1.097
26 H -2.8899 1.8520 8.6055  C10 1.087
27 H -1.4878 -1.2454 9.9701  C11 1.089
28 H -1.1548 -2.0463 8.4950  C11 1.092
29 H -2.7998 -1.8896 8.9590  C11 1.094
30 O -4.7048 3.5938 -3.8501  P31 1.487
31 P -4.1526 4.7105 -3.0377  O30 1.487, N32 1.683, N35 1.712, N38 1.692
32 N -4.3982 6.2582 -3.6525  P31 1.683, C33 1.439, C34 1.477
33 C -4.3065 6.3793 -5.0833  N32 1.439, H41 1.096, H42 1.094, H43 1.093
34 C -4.9979 7.3735 -2.8928  N32 1.477, H44 1.089, H45 1.091, H46 1.088
35 N -2.4567 4.6815 -2.8068  P31 1.712, C36 1.459, C37 1.455
36 C -1.6601 4.1438 -3.9043  N35 1.459, H47 1.090, H48 1.088, H49 1.092
37 C -1.8709 5.8321 -2.1351  N35 1.455, H50 1.093, H51 1.097, H52 1.090
38 N -4.8257 4.6878 -1.4855  P31 1.692, C39 1.469, C40 1.482
39 C -4.2335 3.8549 -0.4309  N38 1.469, H53 1.098, H54 1.089, H55 1.090
40 C -6.2577 5.0057 -1.2771  N38 1.482, H56 1.086, H57 1.092, H58 1.090
41 H -4.8415 5.5655 -5.5861  C33 1.096
42 H -3.2735 6.3821 -5.4425  C33 1.094
43 H -4.7846 7.2539 -5.5313  C33 1.093
44 H -4.5067 8.2686 -3.2710  C34 1.089
45 H -4.6520 7.2971 -1.8611  C34 1.091
46 H -6.0846 7.3195 -2.9207  C34 1.088
47 H -0.5922 4.1897 -3.6906  C36 1.090
48 H -1.8808 3.0815 -3.9816  C36 1.088
49 H -1.8150 4.6823 -4.8417  C36 1.092
50 H -1.6662 6.7056 -2.7593  C37 1.093
51 H -2.6190 6.1910 -1.4179  C37 1.097
52 H -1.0575 5.5283 -1.4762  C37 1.090
53 H -3.8866 4.4979 0.3893  C39 1.098
54 H -4.9294 3.1581 0.0334  C39 1.089
55 H -3.3131 3.4822 -0.8797  C39 1.090
56 H -6.6697 5.4201 -2.1926  C40 1.086
57 H -6.2617 5.7302 -0.4595  C40 1.092
58 H -6.7069 4.0597 -0.9742  C40 1.090
59 O 0.7348 1.3667 0.1780  P60 1.464
60 P 0.1274 0.3747 -0.7112  O59 1.464, N61 1.699, N64 1.691, N67 1.715
61 N -1.5597 0.5685 -0.7770  P60 1.699, C62 1.473, C63 1.459
62 C -2.2783 0.8705 0.4725  N61 1.473, H70 1.085, H71 1.093, H72 1.096
63 C -2.4632 0.0554 -1.8013  N61 1.459, H73 1.093, H74 1.093, H75 1.095
64 N 0.4054 -1.2313 -0.2599  P60 1.691, C65 1.429, C66 1.446
65 C -0.3188 -2.3164 -0.8432  N64 1.429, H76 1.091, H77 1.104, H78 1.093
66 C 1.0853 -1.5069 0.9860  N64 1.446, H79 1.096, H80 1.087, H81 1.099
67 N 0.5248 0.5037 -2.3741  P60 1.715, C68 1.469, C69 1.453
68 C 1.6359 -0.3440 -2.8262  N67 1.469, H82 1.090, H83 1.092, H84 1.094
69 C 0.3713 1.7695 -3.0701  N67 1.453, H85 1.097, H86 1.090, H87 1.088
70 H -3.2942 0.4893 0.4478  C62 1.085
71 H -2.3120 1.9412 0.6920  C62 1.093
72 H -1.6508 0.4449 1.2638  C62 1.096
73 H -3.1116 -0.7596 -1.4685  C63 1.093
74 H -1.8876 -0.2926 -2.6625  C63 1.093
75 H -3.1019 0.8582 -2.1835  C63 1.095
76 H 0.0926 -3.3083 -0.6515  C65 1.091
77 H -1.3428 -2.4333 -0.4477  C65 1.104
78 H -0.5281 -2.2367 -1.9134  C65 1.093
79 H 1.7559 -2.3705 0.9096  C66 1.096
80 H 1.6612 -0.6668 1.3654  C66 1.087
81 H 0.4336 -1.8371 1.8064  C66 1.099
82 H 1.5413 -1.3810 -2.5043  C68 1.090
83 H 1.5732 -0.3839 -3.9159  C68 1.092
84 H 2.5721 0.0527 -2.4235  C68 1.094
85 H -0.2589 1.5155 -3.9320  C69 1.097
86 H 1.2968 2.2302 -3.4156  C69 1.090
87 H -0.2877 2.3920 -2.4681  C69 1.088
88 O 3.3088 -3.1948 -1.9439  P89 1.480
89 P 4.7610 -3.4765 -1.9843  O88 1.480, N90 1.692, N93 1.698, N96 1.698
90 N 5.3299 -4.2463 -0.5893  P89 1.692, C91 1.473, C92 1.464
91 C 4.5351 -4.0804 0.6399  N90 1.473, H99 1.091, H100 1.095, H101 1.086
92 C 6.5824 -4.9905 -0.4491  N90 1.464, H102 1.090, H103 1.090, H104 1.096
93 N 5.6964 -2.0618 -2.0612  P89 1.698, C94 1.448, C95 1.443
94 C 5.2490 -0.8856 -1.3453  N93 1.448, H105 1.098, H106 1.088, H107 1.096
95 C 7.1305 -2.1498 -2.1923  N93 1.443, H108 1.098, H109 1.088, H110 1.095
96 N 5.4146 -4.3171 -3.3070  P89 1.698, C97 1.466, C98 1.448
97 C 5.0267 -5.7264 -3.4184  N96 1.466, H111 1.093, H112 1.092, H113 1.091
98 C 5.5124 -3.6763 -4.6017  N96 1.448, H114 1.093, H115 1.092, H116 1.097
99 H 3.6186 -4.6543 0.4921  C91 1.091
100 H 4.3135 -3.0089 0.6874  C91 1.095
101 H 5.0703 -4.3370 1.5488  C91 1.086
102 H 7.0306 -5.0562 -1.4407  C92 1.090
103 H 6.4785 -5.9631 0.0312  C92 1.090
104 H 7.3288 -4.4319 0.1265  C92 1.096
105 H 5.4249 0.0046 -1.9630  C94 1.098
106 H 4.1779 -0.9131 -1.1545  C94 1.088
107 H 5.8031 -0.6511 -0.4288  C94 1.096
108 H 7.5748 -1.9440 -1.2092  C95 1.098
109 H 7.5088 -3.1288 -2.4781  C95 1.088
110 H 7.4779 -1.4396 -2.9496  C95 1.095
111 H 3.9993 -5.8982 -3.7505  C97 1.093
112 H 5.6837 -6.2277 -4.1319  C97 1.092
113 H 5.2388 -6.1887 -2.4532  C97 1.091
114 H 6.2485 -4.0593 -5.3131  C98 1.093
115 H 5.8198 -2.6371 -4.4694  C98 1.092
116 H 4.5285 -3.7315 -5.0839  C98 1.097
117 C -1.8741 -4.4810 -3.9873  S118 1.827, H121 1.090, H122 1.090, H123 1.092
118 S -1.0274 -5.4525 -2.6920  C117 1.827, O119 1.502, C120 1.828
119 O -1.1335 -6.9212 -2.9860  S118 1.502
120 C 0.6987 -4.9883 -3.0761  S118 1.828, H124 1.089, H125 1.087, H126 1.088
121 H -1.6533 -4.8817 -4.9762  C117 1.090
122 H -1.7039 -3.4055 -3.9425  C117 1.090
123 H -2.9409 -4.6104 -3.7955  C117 1.092
124 H 1.0772 -4.5809 -2.1400  C120 1.089
125 H 0.8375 -4.2605 -3.8709  C120 1.087
126 H 1.2144 -5.9285 -3.2598  C120 1.088

## Properties
Relative energy (zero: lowest compared OMol25 entry of this formula, charge and spin)   50.8 kcal/mol
Kohn-Sham gap   8.710 eV
HOMO energy   -8.16 eV
Electronic energy   -3834.3967 hartree
Strongest force on any atom   2.57 eV Å⁻¹